(one)
This record from the OMol25 dataset describes an isolated molecule of C10H16. The level of theory is the ωB97M-V functional and the def2-TZVPD basis.

```
26
Properties=species:S:1:pos:R:3:nbo_charge:R:1
C -2.317 0.960 -0.794 -0.59
C -1.018 0.761 0.004 -0.10
C -1.336 0.877 1.494 -0.60
C -0.006 1.767 -0.495 -0.18
C 0.934 1.215 -1.251 -0.19
C 0.801 -0.256 -1.292 -0.28
C -0.390 -0.568 -0.408 -0.21
C 0.992 -0.983 0.022 -0.02
C 1.282 -2.468 -0.097 -0.59
C 1.754 -0.350 1.163 -0.62
H -2.718 1.957 -0.622 0.21
H -2.124 0.847 -1.858 0.21
H -3.066 0.230 -0.493 0.20
H -0.436 0.845 2.099 0.21
H -1.849 1.816 1.692 0.20
H -1.986 0.060 1.799 0.21
H -0.121 2.819 -0.291 0.21
H 1.722 1.734 -1.770 0.21
H 1.019 -0.774 -2.216 0.22
H -1.083 -1.359 -0.661 0.22
H 0.755 -2.901 -0.944 0.21
H 0.971 -2.992 0.807 0.21
H 2.350 -2.634 -0.237 0.21
H 1.422 -0.765 2.112 0.21
H 2.816 -0.569 1.054 0.21
H 1.631 0.730 1.184 0.22
```

Calculated values
SMILES: CC1(C)C=C[C@@H]2[C@H]1C2(C)C
HOMO energy, eV: -8.6417
Multiplicity: 1
Gap between HOMO and LUMO, eV: 9.59

(two)
This record from the OMol25 dataset describes a 2-piece molecular cluster, C10H16 overall. The level of theory is the ωB97M-V functional and the def2-TZVPD basis.

```
26
Properties=species:S:1:pos:R:3:nbo_charge:R:1
C -0.830 -0.454 -2.851 -0.60
C -1.066 0.435 -1.693 -0.43
C -1.304 -0.266 -0.365 -0.01
C -0.764 -1.522 -0.205 -0.22
C -0.637 -2.381 0.943 -0.21
C -1.022 -1.772 2.187 -0.21
C -1.513 -0.486 2.097 -0.23
C -1.734 0.203 0.887 -0.20
H -1.152 0.023 -3.747 0.21
H -1.296 -1.503 -2.713 0.21
H 0.155 -0.539 -3.069 0.21
H -0.207 1.051 -1.501 0.22
H -1.924 1.044 -1.927 0.21
H -0.468 -2.074 -1.128 0.20
H 0.011 -3.238 0.960 0.21
H -0.799 -2.412 3.038 0.22
H -1.893 -0.156 3.051 0.21
H -1.980 1.223 1.163 0.21
C 1.545 1.374 0.904 -0.61
C 3.023 1.766 0.365 -0.62
H 1.381 0.393 0.536 0.21
H 1.484 1.485 1.962 0.21
H 0.786 2.063 0.419 0.20
H 2.984 2.820 -0.021 0.20
H 3.432 1.151 -0.464 0.20
H 3.788 1.772 1.170 0.20
```

Calculated values
SMILES: CCc1ccccc1.CC
HOMO energy, eV: -9.0303
Multiplicity: 1
Gap between HOMO and LUMO, eV: 10.02

What is the stability order? It is (one), (two), from most stable to least stable.